{
  "formula": "C7H11N2",
  "method": "ωB97M-V/def2-TZVPD",
  "energy_ev": -10408.63253,
  "relative_energy_kj_mol": 297.78,
  "smiles": "CC[C@]12C[C@H]1C=NC=[NH+]2",
  "lumo_energy_ha": -0.176,
  "charge": 1,
  "symbols": ["C", "C", "C", "C", "C", "C", "N", "C", "N", "H", "H", "H", "H", "H", "H", "H", "H", "H", "H", "H"],
  "coordinates": [[-1.465823, -0.512462, -2.135390], [-0.312036, -0.997301, -1.201102], [-0.145300, -0.182284, 0.125163], [-0.168972, 1.276930, 0.091485], [1.293891, 0.872438, 0.100055], [1.950130, 0.871145, 1.372415], [1.265009, 0.552940, 2.503958], [0.215549, -0.169081, 2.413541], [-0.386773, -0.699621, 1.313557], [-1.495315, 0.521797, -2.118101], [-2.305081, -1.006167, -1.764864], [-1.146329, -0.804910, -3.146623], [0.661189, -0.914378, -1.711938], [-0.381488, -1.998353, -1.066560], [-0.560559, 1.773497, 0.901910], [-0.478170, 1.662122, -0.901449], [1.790263, 0.808589, -0.905073], [2.981935, 1.091246, 1.432893], [-0.455988, -0.481702, 3.257927], [-0.856132, -1.664446, 1.438195]],
  "forces_ev_per_a": [[3.2, -1.7, 0.1], [1.0, 3.8, -0.3], [-0.5, 0.4, -3.7], [0.9, -1.1, -3.7], [0.6, 0.4, 0.5], [-2.6, -1.0, -0.9], [1.8, 1.2, -1.1], [-3.6, -1.7, 1.5], [0.1, -2.8, 2.2], [-0.6, 2.0, 0.0], [-1.9, -0.4, -0.1], [-0.7, -0.1, 0.3], [-0.3, 0.2, 0.0], [-0.4, -3.2, 1.1], [-0.6, 1.1, 1.8], [0.3, 0.0, 0.9], [-0.2, 0.4, 1.4], [1.0, 0.0, 0.3], [1.6, 0.6, 0.1], [1.0, 2.2, -0.4]]
}

=====

{
  "formula": "C7H11N2O2",
  "method": "ωB97M-V/def2-TZVPD",
  "energy_ev": -14501.18961,
  "relative_energy_kj_mol": 176.87,
  "multiplicity": 3,
  "s2": 2.017,
  "lumo_energy_ha": [-0.134, -0.315],
  "charge": 1,
  "symbols": ["C", "C", "C", "C", "C", "C", "C", "N", "N", "O", "O", "H", "H", "H", "H", "H", "H", "H", "H", "H", "H", "H"],
  "coordinates": [[0.016973, 1.527993, 0.239621], [0.750865, 0.254680, 0.274337], [2.137553, -0.187732, -0.140417], [-1.509743, -0.115462, 0.628288], [-3.735887, 0.016393, -0.278558], [4.413900, 0.248115, -0.097849], [-2.420433, -0.714982, -0.378110], [-1.241891, 1.292319, 0.442119], [-0.118323, -0.693563, 0.562594], [2.270650, -1.291593, -0.618583], [3.050920, 0.671335, 0.230411], [0.672754, 2.393831, 0.013747], [-1.859402, -0.134338, 1.650685], [-4.409662, -0.360744, 0.530486], [-4.189652, -0.252106, -1.208111], [-3.615048, 1.030316, -0.233112], [4.759099, -0.318149, 0.827435], [5.003442, 1.105838, -0.331875], [4.409990, -0.479789, -0.910404], [-1.912477, -0.530877, -1.426941], [-2.635259, -1.718713, -0.389869], [0.161627, -1.742777, 0.614115]],
  "forces_ev_per_a": [[3.4, -0.2, -0.7], [-1.1, 1.6, -0.4], [-0.5, -0.4, 0.6], [0.4, -2.2, 1.3], [-1.0, -3.1, -0.1], [0.1, -1.8, 1.6], [0.9, 3.2, -2.4], [2.0, -0.3, -0.7], [-0.9, -2.1, 0.4], [-0.2, 0.9, 0.3], [0.5, 0.1, -0.9], [-1.4, 0.0, 0.2], [-0.4, -0.8, 0.4], [0.8, 0.4, -0.5], [-1.0, 0.3, -0.5], [0.1, 2.8, 0.2], [-0.1, 1.0, -1.2], [0.2, 0.6, 0.1], [-0.1, 0.3, 0.0], [-1.0, -0.1, 1.9], [0.2, -2.6, 0.8], [-0.9, 2.5, -0.3]]
}

=====

{
  "formula": "C7H11N2P",
  "method": "ωB97M-V/def2-TZVPD",
  "energy_ev": -19702.26034,
  "relative_energy_kj_mol": 341.04,
  "smiles": "CP[C@@]1(C)C=CC=NN=C1",
  "lumo_energy_ha": 0.006,
  "symbols": ["C", "P", "C", "C", "C", "C", "C", "N", "N", "C", "H", "H", "H", "H", "H", "H", "H", "H", "H", "H", "H"],
  "coordinates": [[1.199676, -2.051266, 0.381297], [-0.112244, -1.039864, 1.132544], [-0.579137, 0.071633, -0.431869], [-1.485018, -0.731343, -1.357282], [-1.179144, 1.336790, 0.083949], [-0.479301, 2.061416, 0.986888], [0.825002, 1.771034, 1.449756], [1.823314, 1.117045, 0.921738], [1.734467, 1.006539, -0.381608], [0.765487, 0.637718, -1.125182], [2.086457, -2.061225, 0.948218], [1.573072, -1.629726, -0.600384], [0.878567, -3.100738, 0.210849], [-1.000238, -2.121989, 1.006370], [-1.545227, -1.785213, -1.144111], [-1.292952, -0.506641, -2.419201], [-2.460526, -0.336118, -1.138693], [-2.014729, 1.733911, -0.268532], [-0.902968, 2.808551, 1.580651], [1.118090, 2.342473, 2.308231], [1.047351, 0.477016, -2.143629]],
  "forces_ev_per_a": [[0.3, -0.6, -2.2], [0.1, 0.4, 0.0], [1.3, -0.4, 0.0], [-0.2, 1.1, -0.5], [4.4, -1.2, 1.4], [0.4, -1.0, -0.6], [0.6, 0.5, 0.7], [-0.5, 1.0, 0.4], [0.4, -0.8, -2.6], [-0.4, -1.5, 2.9], [1.0, 0.0, 1.1], [-0.7, -0.5, 0.9], [0.2, 0.7, 0.1], [-0.8, 0.4, -0.4], [0.4, -0.3, -0.2], [0.0, -0.4, 0.3], [-0.8, -0.1, -0.2], [-4.0, 1.2, -1.5], [-1.0, 1.5, 0.2], [0.0, -0.3, 1.0], [-0.6, 0.4, -0.9]]
}

=====

{
  "formula": "C7H11N2S2",
  "method": "ωB97M-V/def2-TZVPD",
  "energy_ev": -32078.71751,
  "relative_energy_kj_mol": 252.56,
  "lumo_energy_ha": [-0.196, -0.196],
  "charge": 1,
  "symbols": ["C", "C", "C", "C", "C", "C", "C", "N", "N", "S", "S", "H", "H", "H", "H", "H", "H", "H", "H", "H", "H", "H"],
  "coordinates": [[0.498924, 2.516459, -0.263312], [0.624147, 2.369934, -1.606258], [0.262375, 1.453317, 0.577001], [0.447459, 1.165616, -2.203304], [-0.041246, 0.188796, 0.038595], [0.117011, 0.070345, -1.439157], [-0.589159, -0.845172, 0.849283], [-0.091125, -1.077001, -2.017004], [-0.586339, -0.763135, 2.298572], [-2.042486, -1.527630, 0.139415], [0.856842, -2.861564, 1.322600], [0.723342, 3.413113, 0.143961], [0.967089, 3.238111, -2.222107], [0.278865, 1.721966, 1.673904], [0.500117, 1.057429, -3.286359], [0.096672, -1.275264, -3.030876], [-0.017101, -1.880815, -1.367754], [-1.442859, -0.596804, 2.754161], [-0.131473, -1.719135, 2.542581], [-0.203727, 0.138074, 2.645533], [-2.358034, -2.523250, 0.888497], [2.130705, -2.263392, 1.562028]],
  "forces_ev_per_a": [[0.0, -2.1, 1.3], [0.8, 1.1, -2.3], [-0.1, 0.9, 0.8], [-0.1, 0.5, -0.9], [0.6, 0.5, -1.0], [-0.5, 0.8, 2.3], [0.0, -1.7, -1.0], [0.3, -3.8, -1.1], [0.8, 1.9, 0.9], [-0.2, 1.4, -1.2], [1.1, 1.2, -0.4], [0.5, 2.8, 1.3], [-0.6, -0.8, 0.6], [-0.2, -0.6, -1.2], [0.2, 0.0, 0.3], [-0.2, 0.6, 1.7], [-0.2, 0.3, -1.2], [-2.5, -0.7, 0.1], [0.5, 0.5, 0.3], [1.4, -0.9, -0.4], [0.1, -1.3, 1.4], [-1.7, -0.6, -0.3]]
}

=====

{
  "formula": "C7H11N3",
  "method": "ωB97M-V/def2-TZVPD",
  "energy_ev": -11901.55247,
  "relative_energy_kj_mol": 495.53,
  "lumo_energy_ha": [0.019, 0.019],
  "symbols": ["C", "C", "C", "C", "C", "C", "C", "N", "N", "N", "H", "H", "H", "H", "H", "H", "H", "H", "H", "H", "H"],
  "coordinates": [[-0.038639, 0.710567, 0.561833], [0.126794, 0.700716, -0.880089], [-0.092981, 1.706425, 1.484663], [-1.218443, -1.228299, -0.916875], [-1.060143, -2.416755, -0.356593], [-0.557838, -0.386895, -2.956321], [1.037520, 2.772232, 3.221750], [0.110491, -3.224825, -0.569982], [-0.467546, -0.292985, -1.509185], [-0.064711, 2.302340, 2.509531], [-0.172191, -0.291751, 0.936861], [0.527807, 1.608391, -1.442252], [-1.808887, -2.932181, 0.225184], [-0.063844, -1.306409, -3.254401], [-1.509326, -0.621830, -3.284932], [-0.167474, 0.393349, -3.504838], [1.328059, 3.825099, 2.927907], [0.788370, 2.558416, 4.274675], [1.945976, 2.207129, 2.953879], [0.519303, -3.477475, 0.425672], [0.837704, -2.605259, -0.846485]],
  "forces_ev_per_a": [[0.4, 1.1, 0.4], [0.4, 2.4, -0.1], [0.7, -3.2, -2.4], [-1.5, -0.4, 1.5], [0.8, 0.5, -1.1], [1.4, -2.0, 0.4], [2.1, 0.3, 0.7], [1.0, -0.8, 3.7], [-0.3, -0.4, -0.6], [-2.0, 1.4, -0.4], [-0.1, 0.0, 0.6], [-0.8, -1.6, 0.6], [-0.4, 0.1, -0.2], [0.7, -0.1, 0.0], [-2.4, 0.2, -0.1], [0.9, 2.0, -0.7], [-0.9, -0.9, 0.9], [0.6, 0.9, -0.2], [-0.1, -0.1, 0.2], [-1.3, 0.1, -2.3], [0.8, 0.6, -0.9]]
}

=====

{
  "formula": "C7H11N3",
  "method": "ωB97M-V/def2-TZVPD",
  "energy_ev": -11902.45723,
  "relative_energy_kj_mol": 408.23,
  "lumo_energy_ha": [0.001, -0.007],
  "symbols": ["C", "C", "C", "C", "C", "C", "C", "N", "N", "N", "H", "H", "H", "H", "H", "H", "H", "H", "H", "H", "H"],
  "coordinates": [[-1.335548, -0.850142, 1.932153], [0.187492, 1.162823, -1.977676], [-0.626837, 0.301318, 2.480263], [0.308141, 0.926433, 1.466340], [0.682297, -0.039996, -2.369195], [-0.868622, -0.511093, -0.238227], [1.195816, -1.117459, -1.584528], [-1.481803, -1.212129, 0.726204], [0.039926, 1.630862, -0.721681], [-0.240508, 0.616840, 0.136814], [-1.823739, -1.362732, 2.742072], [0.064982, 2.027033, -2.800189], [-1.227775, 1.064503, 2.926064], [0.015562, -0.052800, 3.254565], [0.363481, 2.030171, 1.581923], [1.287198, 0.415555, 1.498690], [1.075459, 0.057251, -3.441149], [-1.491547, -0.570701, -1.224779], [0.416224, -1.760473, -1.364887], [1.726599, -0.896709, -0.732837], [1.733202, -1.858553, -2.289940]],
  "forces_ev_per_a": [[-1.0, -0.4, 1.3], [0.2, 2.3, -2.5], [1.9, 0.8, -0.5], [-0.6, -0.7, -0.2], [1.0, 2.7, -3.6], [-2.2, 1.6, -0.8], [1.3, -2.4, -3.8], [-0.3, -1.6, 1.3], [-0.2, -1.1, 0.6], [0.3, 1.9, -2.0], [-0.5, -0.8, -0.1], [0.3, -2.1, 1.9], [-1.0, 0.2, 0.2], [0.2, -0.4, 1.0], [0.3, -0.9, -0.5], [-0.2, 0.6, 0.0], [-1.0, -0.6, 1.4], [2.1, 0.5, 1.6], [-2.1, -1.4, 1.3], [1.4, 0.5, 2.0], [0.1, 1.4, 1.1]]
}

=====

{
  "formula": "C7H11N3O3PtS2",
  "method": "ωB97M-V/def2-TZVPD",
  "energy_ev": -42952.06787,
  "relative_energy_kj_mol": 0.00,
  "lumo_energy_ha": -0.314,
  "charge": 2,
  "symbols": ["Pt", "N", "C", "C", "O", "N", "C", "C", "O", "O", "H", "H", "H", "H", "H", "H", "S", "C", "N", "C", "C", "S", "H", "H", "H", "H", "H"],
  "coordinates": [[0.677798, -0.926210, -0.233585], [2.663465, -0.924182, -0.592709], [3.075670, -1.952795, -1.584523], [2.002391, -2.140970, -2.624596], [2.146510, -2.527448, -3.728263], [0.645962, -1.830542, -2.065652], [-0.330266, -2.060499, -2.849789], [-1.863059, 0.788993, -2.194235], [-2.249844, 0.999144, -3.254101], [-1.455583, 0.537280, -1.125062], [2.920797, 0.006764, -0.922293], [3.157329, -1.063081, 0.288079], [3.211610, -2.904913, -1.068186], [4.013724, -1.681291, -2.065927], [-1.348445, -1.922326, -2.503426], [-0.140565, -2.428901, -3.856001], [0.498334, -0.511760, 1.976615], [-0.546058, 0.861481, 2.235331], [-1.584401, 0.764619, 3.015270], [-2.360417, 1.985569, 3.281248], [-1.672284, 3.134921, 2.520694], [-0.227775, 2.426074, 1.647783], [-1.837702, -0.121465, 3.435817], [-2.381575, 2.165538, 4.354350], [-3.381014, 1.829874, 2.936039], [-1.304340, 3.906559, 3.191104], [-2.330270, 3.589568, 1.786021]],
  "forces_ev_per_a": [[-0.2, -0.2, -0.1], [0.1, 0.0, 0.2], [0.0, 0.0, 0.0], [-0.2, 0.0, 0.1], [0.1, 0.0, 0.0], [0.4, 0.3, -0.4], [-0.1, -0.2, 0.1], [0.0, 0.0, 0.0], [0.0, 0.1, 0.1], [0.0, 0.0, 0.0], [0.0, 0.0, 0.0], [0.0, 0.0, 0.0], [0.0, 0.0, 0.0], [0.0, 0.0, 0.0], [0.0, 0.1, 0.0], [0.0, -0.1, 0.0], [-0.1, 0.0, 0.2], [0.2, 0.0, -0.1], [0.0, 0.0, 0.0], [0.0, 0.0, 0.0], [0.0, 0.0, 0.0], [-0.1, 0.0, -0.1], [0.0, 0.0, 0.0], [0.0, 0.0, 0.0], [0.0, 0.0, 0.0], [0.0, 0.0, 0.0], [0.0, 0.0, 0.0]]
}

=====

{
  "formula": "C7H11N5",
  "method": "ωB97M-V/def2-TZVPD",
  "energy_ev": -14880.20593,
  "relative_energy_kj_mol": 716.03,
  "smiles": "[H]/N=C(\\N)C#CC.Cc1c[nH]nn1",
  "lumo_energy_ha": -0.073,
  "symbols": ["H", "N", "C", "N", "C", "C", "C", "H", "H", "H", "H", "H", "C", "C", "C", "N", "N", "N", "H", "H", "H", "H", "H"],
  "coordinates": [[-0.763998, -0.286026, 1.424573], [-1.741804, -0.560015, 1.308150], [-2.304662, 0.147759, 0.389818], [-1.526892, 1.209212, -0.186662], [-3.621489, -0.392873, 0.033556], [-4.711354, 0.463598, -0.546853], [-5.907061, -0.249240, -0.499050], [-0.875539, 1.525397, 0.523658], [-2.050478, 1.982900, -0.552803], [-6.225863, -0.548340, -1.517071], [-6.114410, -1.062329, 0.183112], [-6.637432, 0.484261, -0.221046], [4.038023, 1.841166, 0.086171], [3.403894, 0.486199, -0.047805], [2.655590, -0.253647, 0.838029], [2.674182, -1.496452, 0.294807], [3.245584, -1.486437, -0.894552], [3.687550, -0.315435, -1.116772], [3.560101, 2.402163, 0.935013], [5.112302, 1.721022, 0.288139], [3.961934, 2.424053, -0.834607], [2.153979, -0.045682, 1.777314], [2.191403, -2.311307, 0.635727]],
  "forces_ev_per_a": [[-0.2, 0.1, 0.3], [0.0, -0.3, -0.2], [2.1, -1.4, 1.8], [-1.5, -0.8, 0.0], [-2.9, 9.2, -4.7], [8.5, -7.6, 4.3], [-5.2, 0.2, -1.4], [-0.1, 0.0, -0.2], [-0.3, 0.2, -0.3], [0.0, 0.0, 0.3], [0.8, -0.2, 0.1], [-1.3, 0.6, 0.0], [-0.6, 0.3, 0.6], [-0.1, 0.4, 0.2], [0.5, 0.0, 0.2], [-1.0, 0.4, 0.4], [0.0, -1.4, -0.4], [0.6, 0.8, 0.2], [0.6, -0.4, -0.8], [-0.3, 0.0, 0.1], [-0.2, -0.1, 0.1], [0.4, 0.0, -0.2], [0.1, -0.1, -0.2]]
}

=====

> Number 3 is which compound?

C7H11N2P

=====

Repeat the third record exactly.
{
  "formula": "C7H11N2P",
  "method": "ωB97M-V/def2-TZVPD",
  "energy_ev": -19702.26034,
  "relative_energy_kj_mol": 341.04,
  "smiles": "CP[C@@]1(C)C=CC=NN=C1",
  "lumo_energy_ha": 0.006,
  "symbols": ["C", "P", "C", "C", "C", "C", "C", "N", "N", "C", "H", "H", "H", "H", "H", "H", "H", "H", "H", "H", "H"],
  "coordinates": [[1.199676, -2.051266, 0.381297], [-0.112244, -1.039864, 1.132544], [-0.579137, 0.071633, -0.431869], [-1.485018, -0.731343, -1.357282], [-1.179144, 1.336790, 0.083949], [-0.479301, 2.061416, 0.986888], [0.825002, 1.771034, 1.449756], [1.823314, 1.117045, 0.921738], [1.734467, 1.006539, -0.381608], [0.765487, 0.637718, -1.125182], [2.086457, -2.061225, 0.948218], [1.573072, -1.629726, -0.600384], [0.878567, -3.100738, 0.210849], [-1.000238, -2.121989, 1.006370], [-1.545227, -1.785213, -1.144111], [-1.292952, -0.506641, -2.419201], [-2.460526, -0.336118, -1.138693], [-2.014729, 1.733911, -0.268532], [-0.902968, 2.808551, 1.580651], [1.118090, 2.342473, 2.308231], [1.047351, 0.477016, -2.143629]],
  "forces_ev_per_a": [[0.3, -0.6, -2.2], [0.1, 0.4, 0.0], [1.3, -0.4, 0.0], [-0.2, 1.1, -0.5], [4.4, -1.2, 1.4], [0.4, -1.0, -0.6], [0.6, 0.5, 0.7], [-0.5, 1.0, 0.4], [0.4, -0.8, -2.6], [-0.4, -1.5, 2.9], [1.0, 0.0, 1.1], [-0.7, -0.5, 0.9], [0.2, 0.7, 0.1], [-0.8, 0.4, -0.4], [0.4, -0.3, -0.2], [0.0, -0.4, 0.3], [-0.8, -0.1, -0.2], [-4.0, 1.2, -1.5], [-1.0, 1.5, 0.2], [0.0, -0.3, 1.0], [-0.6, 0.4, -0.9]]
}